{"formula": "C73H164F6N9O10S2", "method": "the ωB97M-V functional and the def2-TZVPD basis", "symbols": ["C", "O", "C", "C", "N", "H", "H", "C", "C", "O", "C", "H", "H", "H", "H", "H", "H", "H", "H", "H", "H", "H", "H", "H", "H", "C", "O", "C", "C", "N", "H", "H", "C", "C", "O", "C", "H", "H", "H", "H", "H", "H", "H", "H", "H", "H", "H", "H", "H", "H", "C", "C", "C", "N", "C", "C", "C", "C", "C", "H", "H", "H", "H", "H", "H", "H", "H", "H", "H", "H", "H", "H", "H", "H", "H", "H", "H", "C", "C", "C", "N", "C", "C", "C", "C", "C", "H", "H", "H", "H", "H", "H", "H", "H", "H", "H", "H", "H", "H", "H", "H", "H", "H", "H", "C", "C", "C", "N", "C", "C", "C", "C", "C", "H", "H", "H", "H", "H", "H", "H", "H", "H", "H", "H", "H", "H", "H", "H", "H", "H", "H", "C", "C", "C", "N", "C", "C", "C", "C", "C", "H", "H", "H", "H", "H", "H", "H", "H", "H", "H", "H", "H", "H", "H", "H", "H", "H", "H", "C", "C", "C", "N", "C", "C", "C", "C", "C", "C", "H", "H", "H", "H", "H", "H", "H", "H", "H", "H", "H", "H", "H", "H", "H", "H", "H", "H", "H", "H", "C", "C", "C", "N", "C", "C", "C", "C", "C", "C", "H", "H", "H", "H", "H", "H", "H", "H", "H", "H", "H", "H", "H", "H", "H", "H", "H", "H", "H", "H", "C", "C", "C", "N", "C", "C", "C", "C", "C", "C", "H", "H", "H", "H", "H", "H", "H", "H", "H", "H", "H", "H", "H", "H", "H", "H", "H", "H", "H", "H", "C", "F", "F", "F", "S", "O", "O", "O", "C", "F", "F", "F", "S", "O", "O", "O"], "coordinates": [[-0.72425, -7.98542, 4.97071], [-0.27801, -6.75629, 4.42038], [-1.39559, -5.93153, 4.01454], [-0.96264, -4.81440, 2.99995], [0.19948, -4.07334, 3.65441], [-0.07269, -3.39839, 4.35473], [0.65439, -4.83275, 4.14068], [1.36265, -3.46542, 2.85179], [2.38729, -3.14964, 3.94883], [3.06116, -4.40018, 4.08258], [4.38964, -4.39427, 4.67182], [-1.24137, -8.68541, 4.31442], [-1.32409, -7.70105, 5.83524], [0.06478, -8.58399, 5.42594], [-1.82463, -5.59991, 4.96008], [-2.27651, -6.38551, 3.56070], [-1.75152, -4.09129, 2.79289], [-0.59160, -5.25880, 2.07640], [0.81074, -2.68881, 2.32229], [1.67937, -4.27065, 2.18892], [1.90155, -2.67770, 4.80290], [3.06520, -2.32217, 3.73949], [4.73772, -5.41848, 4.80572], [4.25735, -4.08546, 5.70875], [5.12063, -3.78892, 4.13580], [4.78444, -5.66865, -0.15437], [3.83381, -4.74847, 0.36924], [2.89790, -4.30444, -0.62167], [2.08027, -5.33142, -1.29037], [1.39715, -6.41823, -0.43353], [1.86930, -6.51362, 0.45421], [0.49006, -6.07301, -0.15404], [1.10272, -7.73401, -1.22612], [0.16129, -8.70025, -0.45292], [0.65182, -9.01403, 0.87082], [-0.05398, -10.06655, 1.44986], [5.41391, -6.14703, 0.59598], [5.42359, -5.20781, -0.90751], [4.42310, -6.44243, -0.83172], [3.55651, -3.72028, -1.26438], [2.28378, -3.51230, -0.19332], [2.79810, -5.82380, -1.94641], [1.38273, -4.84318, -1.97093], [2.04652, -8.21272, -1.48724], [0.66306, -7.32270, -2.13476], [-0.13237, -9.54172, -1.08045], [-0.81073, -8.21039, -0.39536], [0.56080, -10.39809, 2.28665], [-0.19323, -10.93332, 0.80378], [-1.04684, -9.80264, 1.81414], [-3.37123, 5.79807, -7.51196], [-3.64654, 4.33321, -7.38105], [-5.15875, 3.91081, -7.46140], [-5.41392, 2.44532, -6.95021], [-6.93887, 2.17525, -7.11576], [-4.94419, 2.13156, -5.50870], [-3.69622, 1.24274, -5.75730], [-4.04813, 0.42477, -7.03549], [-4.73787, 1.38007, -7.85079], [-3.81420, 6.34158, -6.67741], [-3.76001, 6.21022, -8.44313], [-2.33089, 6.11653, -7.44577], [-3.10676, 4.07729, -6.46933], [-3.06208, 3.93781, -8.21182], [-5.49585, 4.09358, -8.48173], [-5.66652, 4.51857, -6.71248], [-7.07092, 1.09818, -7.01294], [-7.26768, 2.54459, -8.08714], [-7.50874, 2.70467, -6.35217], [-5.73728, 1.49040, -5.12396], [-4.81786, 3.04732, -4.93118], [-3.44671, 0.68439, -4.85503], [-2.82956, 1.89063, -5.88860], [-4.68719, -0.43973, -6.85566], [-3.13152, 0.06276, -7.50121], [-5.52638, 0.99345, -8.49644], [-4.10337, 1.91785, -8.55528], [7.29367, 1.40428, -2.49339], [6.90835, 0.14039, -1.75787], [7.68285, -0.04743, -0.36841], [7.34337, -1.47519, 0.16861], [8.06214, -2.53454, -0.72569], [5.84135, -1.75522, 0.41164], [5.41026, -1.16813, 1.70853], [6.76394, -0.98390, 2.44261], [7.89261, -1.48290, 1.57486], [8.37711, 1.51919, -2.52594], [6.90454, 2.27759, -1.96995], [6.85626, 1.42258, -3.49161], [6.89284, -0.73745, -2.40381], [5.87118, 0.35385, -1.49939], [7.37498, 0.70522, 0.35743], [8.76075, 0.10618, -0.41965], [7.90804, -3.48624, -0.21714], [9.11093, -2.23867, -0.70090], [7.55213, -2.69954, -1.67477], [5.98560, -2.83428, 0.35759], [5.14836, -1.60631, -0.41642], [4.64110, -1.79850, 2.15477], [5.11647, -0.12521, 1.58973], [6.86338, -1.60913, 3.32991], [6.87699, 0.07766, 2.66267], [8.13782, -2.53440, 1.72422], [8.80087, -0.90984, 1.76131], [4.25307, -0.06989, -4.87267], [2.74684, -0.26105, -4.78498], [2.32934, -1.75381, -4.91925], [0.83403, -2.14234, -4.53513], [0.65678, -2.09128, -2.99608], [-0.20016, -1.24248, -5.26071], [-1.54988, -1.99593, -5.34815], [-1.10631, -3.49475, -5.29694], [0.42677, -3.59188, -4.98547], [4.50175, 0.93738, -5.20684], [4.76420, -0.68544, -5.61290], [4.81788, -0.12254, -3.94191], [2.14685, 0.44213, -5.36261], [2.42651, 0.08626, -3.80270], [2.96100, -2.44143, -4.35686], [2.50016, -2.01296, -5.96413], [-0.32291, -2.45380, -2.68482], [0.60649, -1.01711, -2.81796], [1.47551, -2.56271, -2.45243], [-0.24550, -0.25263, -4.80656], [0.17259, -1.22641, -6.28487], [-2.03712, -1.65065, -4.43629], [-1.98372, -1.60973, -6.27050], [-1.67432, -4.05249, -4.55237], [-1.37252, -3.91115, -6.26846], [0.41969, -4.31588, -4.17068], [0.96232, -3.94591, -5.86635], [2.22877, -0.22584, 0.16346], [0.93285, 0.67771, 0.11668], [-0.20211, -0.16701, 0.63931], [-1.53079, 0.58894, 0.88521], [-1.37951, 1.43358, 2.13236], [-2.76471, -0.30776, 0.91556], [-3.04782, -0.75621, -0.49666], [-2.63980, 0.50111, -1.34580], [-1.97914, 1.49484, -0.34895], [2.36193, -0.51305, 1.20647], [3.16273, 0.21480, -0.18534], [2.13629, -1.15744, -0.39482], [0.78199, 1.05558, -0.89453], [0.98691, 1.57811, 0.72862], [0.02021, -0.67230, 1.57918], [-0.51698, -0.90257, -0.10091], [-1.12379, 0.71126, 2.90758], [-2.32132, 1.93677, 2.35120], [-0.53915, 2.10013, 1.93843], [-3.58374, 0.23496, 1.38751], [-2.56082, -1.01354, 1.72080], [-4.07472, -1.02061, -0.74897], [-2.45420, -1.61759, -0.80283], [-3.40718, 1.06015, -1.88125], [-1.87494, 0.25635, -2.08281], [-2.80930, 2.07331, 0.05640], [-1.27444, 2.18623, -0.81097], [-10.32024, 5.50504, -0.10784], [-8.88029, 5.45564, 0.45397], [-8.68238, 4.22817, 1.35258], [-7.53364, 4.30535, 2.41296], [-7.38843, 2.89139, 3.11287], [-6.18602, 2.81005, 4.06894], [-4.97442, 3.06819, 3.16869], [-4.95452, 4.51991, 2.65501], [-6.22354, 4.75153, 1.77780], [-8.01289, 5.28907, 3.44997], [-11.04479, 5.31305, 0.68353], [-10.39521, 4.79429, -0.93084], [-10.45666, 6.50807, -0.51209], [-8.76505, 6.41145, 0.96510], [-8.16090, 5.49421, -0.36401], [-8.41049, 3.35885, 0.75388], [-9.59630, 3.87672, 1.83147], [-7.35604, 2.24025, 2.23933], [-8.32561, 2.63600, 3.60743], [-6.10415, 1.84737, 4.57355], [-6.17895, 3.54447, 4.87435], [-4.84202, 2.28558, 2.42163], [-4.05991, 3.01462, 3.75936], [-4.02644, 4.73282, 2.12450], [-4.99829, 5.26151, 3.45264], [-6.10874, 4.19110, 0.84999], [-6.33224, 5.76980, 1.40443], [-8.31366, 6.24209, 3.01477], [-7.17807, 5.36503, 4.14669], [-8.85047, 4.97009, 4.07029], [-0.97396, 6.88659, -4.46221], [-0.29913, 5.77557, -3.66806], [1.13789, 6.13698, -3.20789], [1.89801, 4.98428, -2.56014], [3.11979, 5.45114, -1.79687], [2.92464, 6.19334, -0.49103], [1.94093, 5.39611, 0.45323], [0.66442, 5.09285, -0.36141], [0.98125, 4.19414, -1.57113], [2.39150, 3.96172, -3.66239], [-0.33776, 7.26934, -5.26024], [-1.29939, 7.81150, -3.98604], [-1.80748, 6.42945, -4.99547], [-0.33649, 4.83648, -4.22015], [-0.89837, 5.72801, -2.75880], [1.01156, 6.86964, -2.41081], [1.81610, 6.49848, -3.98085], [3.64801, 6.16007, -2.43444], [3.70108, 4.54164, -1.64523], [2.67708, 7.22918, -0.72307], [3.88816, 6.33435, -0.00128], [1.76492, 6.06143, 1.29850], [2.42957, 4.55009, 0.93651], [0.10510, 6.00997, -0.54625], [-0.08945, 4.60067, 0.25302], [0.06940, 3.90212, -2.09205], [1.51147, 3.30685, -1.22519], [1.53961, 3.57095, -4.21888], [2.84769, 3.16306, -3.07747], [3.06546, 4.46144, -4.35821], [3.44992, -2.42661, 7.65621], [3.79011, -1.16806, 6.83663], [2.60246, -0.23218, 6.66747], [2.93680, 1.18530, 6.04007], [1.52107, 1.83436, 5.97978], [1.60816, 3.13538, 5.20759], [2.16385, 2.85319, 3.78799], [3.55284, 2.36291, 3.80909], [3.52153, 1.06100, 4.63171], [3.82489, 1.99421, 6.97046], [4.32409, -3.07726, 7.68045], [2.60546, -2.96535, 7.22639], [3.04139, -2.21299, 8.64391], [4.12102, -1.45427, 5.83829], [4.60478, -0.62846, 7.31960], [2.14645, 0.01255, 7.62677], [1.93262, -0.69179, 5.94072], [0.86379, 1.07724, 5.55216], [1.10444, 2.05548, 6.96245], [0.61588, 3.58643, 5.20287], [2.19985, 3.87748, 5.74360], [1.57729, 2.13339, 3.21708], [2.13122, 3.76352, 3.18937], [3.89435, 2.16489, 2.79308], [4.26172, 3.08626, 4.21203], [2.87868, 0.33171, 4.13878], [4.49962, 0.58628, 4.70964], [4.78428, 1.55339, 7.24128], [3.22747, 2.20213, 7.85813], [3.92074, 2.98893, 6.53520], [-2.62594, 0.07432, 5.10724], [-2.28347, 1.37242, 5.24084], [-3.52217, -0.15679, 6.07069], [-3.18673, -0.16476, 3.87638], [-1.12072, -1.19848, 5.39551], [-1.74470, -2.53944, 5.30422], [-0.09048, -0.98656, 4.29199], [-0.62088, -0.88277, 6.78381], [-3.58115, -4.28918, 0.42373], [-3.88425, -3.04586, 0.86893], [-3.60551, -5.08205, 1.51462], [-4.50057, -4.77900, -0.39730], [-1.83363, -4.36155, -0.58566], [-1.00680, -3.39189, 0.13354], [-1.30781, -5.69039, -0.35467], [-2.15208, -3.92902, -1.99100]], "forces_ev_per_a": [[-0.2, -0.4, 1.6], [-0.3, 0.5, -2.2], [0.0, 0.4, 0.3], [0.4, -0.2, 1.6], [1.1, -1.3, -0.9], [-0.9, 0.4, 0.3], [0.3, -0.6, 0.8], [-2.3, -0.2, 0.9], [0.8, -0.2, -1.2], [0.4, 0.5, 0.2], [-1.3, -0.2, 1.2], [-0.3, 0.6, -0.4], [-0.6, -0.4, 0.0], [0.6, 0.5, -0.4], [0.0, 1.0, 0.0], [0.4, -1.0, -0.4], [0.0, -0.2, 0.1], [0.0, 0.0, 0.1], [0.9, 0.5, -0.2], [0.3, 0.3, 0.0], [-0.4, -0.9, 0.7], [0.5, 0.0, -0.9], [-0.2, -0.1, -0.7], [0.4, 0.5, 0.0], [-0.2, 0.1, -0.2], [0.7, -0.2, -1.2], [-0.9, -0.8, 0.2], [1.3, 1.7, 2.0], [0.4, -1.8, -1.2], [0.5, 0.6, -1.1], [0.8, -0.7, 0.2], [-1.2, 0.4, -0.1], [0.3, -0.1, 0.8], [-0.4, 1.2, 0.6], [0.3, 1.2, -2.6], [-0.2, -1.3, 1.1], [-0.4, 0.4, 0.3], [0.6, 0.9, 0.2], [-0.9, -0.5, 0.7], [-0.4, -0.3, -1.3], [-0.2, -0.2, 0.7], [-0.4, -0.7, -0.1], [-0.5, -0.3, 0.4], [0.1, 0.2, 0.2], [-0.3, -0.5, 0.0], [0.9, -0.5, 0.0], [-0.2, 0.4, 0.5], [-0.2, 0.0, 0.1], [0.2, 0.1, -0.4], [-0.1, 0.4, 0.0], [-1.0, 1.8, 0.2], [0.6, -0.7, -0.6], [2.1, -0.1, 1.9], [-1.1, 0.2, -1.2], [0.7, 0.4, 0.6], [0.1, -0.8, -1.7], [-0.3, 0.5, 0.6], [1.4, -1.1, 2.2], [-1.4, 2.7, -2.5], [-0.4, 0.2, -0.1], [-0.1, 0.1, 0.1], [0.2, -0.7, -0.3], [-0.5, -0.7, 0.3], [-0.2, -0.8, 0.0], [-0.4, -0.5, 0.2], [-0.5, 0.1, -0.4], [-0.2, 0.2, -0.1], [0.2, -0.2, 0.0], [0.2, 0.0, 0.1], [0.0, 0.3, 0.3], [0.0, -0.1, -0.1], [-0.3, -0.4, -0.1], [0.0, 0.0, -0.5], [0.1, 0.0, 0.5], [-0.1, 0.0, -0.2], [0.1, -0.3, 0.2], [0.3, 0.1, 0.3], [0.6, 0.3, 0.1], [-0.1, 0.7, 1.6], [-1.6, -0.7, -1.9], [1.0, 2.5, -1.0], [-1.2, 0.3, 1.6], [1.1, -1.8, -1.7], [1.5, 0.6, 0.0], [-0.1, -0.7, 1.1], [-0.2, -1.1, -0.2], [0.0, 0.1, -0.4], [0.1, 0.1, 0.1], [0.3, 0.0, -0.1], [0.5, 0.0, 0.2], [-0.4, -0.6, 0.3], [-0.5, -0.2, 0.1], [0.1, -0.7, -0.3], [0.4, 0.0, 0.3], [-0.1, -0.2, -0.6], [0.4, 0.8, -0.1], [-1.0, -0.4, 1.0], [0.6, 0.7, -0.4], [0.2, 0.2, 0.3], [-0.9, -0.3, -0.3], [-0.3, 0.5, 0.4], [0.2, -0.2, 0.4], [-0.1, 0.0, 0.6], [0.0, 0.0, -0.7], [0.7, 0.7, -0.7], [-0.9, -0.5, 1.7], [-0.8, 0.1, -0.5], [0.4, -0.8, 0.5], [-0.5, 1.4, -1.4], [0.7, -1.2, -0.6], [2.3, 0.6, 1.5], [-0.7, 0.7, -0.6], [-1.8, 0.7, -0.3], [-0.3, 0.2, -0.2], [-0.2, -0.3, 0.0], [-0.4, -0.6, 0.3], [0.3, -0.5, -1.0], [0.2, -0.2, 0.6], [0.0, 0.2, 0.3], [-0.5, -0.3, -0.1], [0.0, -0.6, -0.3], [0.4, 0.1, 0.5], [-0.1, 0.0, -0.4], [0.2, -0.1, 0.0], [0.4, 0.5, 0.1], [-0.9, -0.5, -0.3], [-0.5, -0.5, 0.3], [0.0, 0.2, 0.0], [0.4, -0.3, 0.1], [1.1, 0.4, 0.1], [0.4, 0.4, 0.3], [-0.6, 0.5, 0.6], [1.0, -0.4, -0.1], [-2.0, -0.2, -0.8], [-0.3, 2.2, -1.7], [0.1, -1.0, -0.7], [0.4, -0.6, 1.7], [0.2, 0.8, -1.2], [1.4, 0.3, 0.4], [-1.1, -1.2, 0.6], [0.2, -0.1, 0.1], [-0.2, 0.5, 0.0], [-0.5, 0.0, -0.1], [-0.3, -0.3, -0.2], [0.7, 0.0, 0.2], [0.0, 0.1, 0.0], [0.4, -0.4, 0.1], [0.1, 0.3, 0.2], [0.2, 0.1, 0.0], [-0.3, 0.2, 0.3], [0.0, 0.6, -0.4], [0.1, -0.8, -0.6], [0.0, 0.0, 0.7], [0.1, 0.1, 0.2], [-0.3, -0.4, 0.2], [-0.1, -0.3, -0.2], [0.3, 0.2, 0.3], [0.5, -0.4, 0.5], [0.9, -0.1, -0.2], [-0.5, 0.3, 0.4], [1.1, -0.7, -0.4], [-1.5, -0.2, 0.8], [-0.6, 0.8, -0.2], [0.4, 0.2, -1.5], [1.4, 0.8, 1.5], [-1.8, -0.3, -0.5], [0.5, -0.2, -0.5], [0.9, 0.2, 0.8], [-0.1, 0.0, -0.2], [-0.4, -0.1, 0.1], [-0.3, -0.1, 0.0], [0.2, -0.2, 0.5], [0.1, -0.2, 0.0], [0.2, 0.0, -0.3], [0.1, 0.6, 0.6], [0.6, -0.4, 0.2], [-0.1, 0.5, 0.0], [-0.4, -0.2, -0.3], [-0.4, 0.1, -0.1], [-0.4, 0.2, -0.5], [0.1, -0.3, 0.4], [-0.3, 0.1, -0.4], [0.2, -0.3, 0.4], [-0.2, -0.5, 0.0], [-0.2, 0.2, 0.6], [0.5, -0.1, -0.1], [-0.1, 0.7, 0.0], [-0.1, -0.7, -0.5], [0.3, 0.2, -1.6], [0.6, 1.0, 0.8], [-0.5, -0.4, 0.4], [-0.7, -1.9, -0.3], [0.8, 0.3, -0.3], [-0.7, -1.0, 0.6], [0.3, 2.0, -0.7], [0.1, -0.6, 1.0], [0.2, 1.7, -0.1], [-0.7, 1.0, 1.3], [0.3, -0.2, -0.2], [0.0, -0.5, 0.7], [-0.3, 0.3, 0.2], [0.0, 0.0, 0.0], [0.0, -0.7, 0.1], [0.4, 0.3, -0.3], [-0.3, 0.2, -0.1], [0.2, -0.5, -0.5], [0.2, 0.1, 0.0], [-0.8, 0.0, 0.3], [0.2, -0.4, -0.2], [-0.5, 0.0, 0.0], [0.0, -0.5, -0.6], [0.4, 0.2, -0.7], [0.1, -0.6, 0.2], [0.3, 0.0, -0.2], [0.2, 0.1, -0.2], [-0.1, 0.2, 0.2], [0.2, 0.0, -0.4], [0.1, 0.0, 0.3], [-0.6, 0.3, -0.4], [0.0, 0.4, 0.3], [1.0, 0.4, -0.5], [-0.6, -0.6, 0.8], [0.8, 0.5, -0.2], [-0.3, -0.6, -0.8], [-1.1, 1.9, -0.2], [0.8, -1.0, 1.0], [0.3, -0.4, 0.3], [-1.1, 0.7, -0.1], [-0.2, 0.0, 0.4], [0.1, -0.2, -0.5], [0.7, 0.2, 0.2], [0.3, -0.2, -0.1], [0.2, -0.1, 0.0], [-0.3, -0.1, -0.2], [-0.5, 0.3, 0.4], [0.1, 0.1, -0.3], [0.6, -0.4, 0.3], [-0.1, -0.1, -0.3], [0.3, -0.1, -0.1], [-0.5, -0.2, 0.3], [-0.1, 0.3, 0.0], [0.1, -0.4, 0.0], [-0.1, 0.0, 0.2], [-0.2, 0.0, -0.1], [0.1, 0.2, 0.3], [-0.3, -0.2, -0.4], [0.2, -0.4, 0.2], [0.5, -0.2, -0.2], [0.3, -1.2, 1.4], [0.2, -0.6, -0.9], [0.5, -0.1, -1.1], [0.3, 0.6, 1.0], [1.0, -0.9, 2.6], [0.7, 2.1, -0.6], [-1.7, 0.3, 1.2], [-1.1, 0.0, -3.9], [0.4, -1.3, -0.2], [0.2, -0.7, -0.8], [0.8, 0.5, -0.6], [0.1, 0.9, 0.1], [-1.3, 1.7, -0.5], [0.1, 0.7, -0.1], [-0.4, -0.5, -0.6], [0.6, -1.1, 2.7]], "lowdin_charge": [-0.079, -0.192, -0.159, -0.056, 0.067, 0.096, 0.136, -0.056, -0.198, -0.171, -0.029, 0.091, 0.100, 0.102, 0.134, 0.129, 0.114, 0.102, 0.100, 0.117, 0.103, 0.095, 0.107, 0.067, 0.079, -0.080, -0.185, -0.237, -0.099, 0.111, 0.167, 0.084, -0.026, -0.172, -0.175, -0.105, 0.115, 0.084, 0.085, 0.122, 0.102, 0.127, 0.114, 0.137, 0.132, 0.143, 0.111, 0.105, 0.103, 0.091, -0.113, -0.248, -0.048, -0.216, 0.040, -0.067, -0.141, -0.154, -0.128, 0.079, 0.099, 0.081, 0.087, 0.113, 0.151, 0.134, 0.112, 0.119, 0.112, 0.128, 0.131, 0.092, 0.097, 0.137, 0.121, 0.143, 0.138, -0.089, -0.231, -0.054, -0.235, 0.072, -0.109, -0.138, -0.133, -0.105, 0.095, 0.078, 0.073, 0.099, 0.078, 0.130, 0.141, 0.101, 0.129, 0.103, 0.115, 0.118, 0.105, 0.098, 0.125, 0.117, 0.140, 0.157, -0.081, -0.231, -0.072, -0.196, 0.028, -0.105, -0.116, -0.106, -0.042, 0.083, 0.098, 0.054, 0.107, 0.080, 0.129, 0.138, 0.081, 0.077, 0.081, 0.120, 0.141, 0.098, 0.107, 0.101, 0.128, 0.112, 0.140, -0.052, -0.197, -0.100, -0.198, 0.031, -0.106, -0.123, -0.122, -0.062, 0.067, 0.064, 0.052, 0.086, 0.089, 0.118, 0.108, 0.069, 0.092, 0.087, 0.129, 0.130, 0.135, 0.067, 0.112, 0.087, 0.122, 0.105, -0.065, -0.236, -0.111, -0.231, -0.061, -0.128, -0.218, -0.137, -0.102, 0.028, 0.090, 0.082, 0.090, 0.104, 0.106, 0.123, 0.141, 0.125, 0.142, 0.129, 0.127, 0.096, 0.095, 0.109, 0.121, 0.125, 0.134, 0.111, 0.097, 0.127, -0.074, -0.223, -0.087, -0.234, -0.124, -0.131, -0.149, -0.157, -0.106, 0.056, 0.091, 0.100, 0.058, 0.101, 0.101, 0.133, 0.149, 0.149, 0.130, 0.128, 0.134, 0.121, 0.094, 0.124, 0.104, 0.104, 0.109, 0.091, 0.087, 0.119, -0.063, -0.223, -0.098, -0.207, -0.096, -0.125, -0.207, -0.172, -0.096, 0.049, 0.085, 0.073, 0.098, 0.081, 0.111, 0.149, 0.086, 0.097, 0.151, 0.126, 0.124, 0.095, 0.100, 0.109, 0.130, 0.118, 0.127, 0.115, 0.122, 0.095, -0.569, 0.111, 0.157, 0.072, 0.608, -0.321, -0.415, -0.316, -0.559, 0.111, 0.131, 0.157, 0.547, -0.379, -0.323, -0.349], "total_charge": 7, "spin_multiplicity": 1, "energy_ha": -5517.67676, "orbital_gap_ha": 0.2775, "homo_ev": -20.352}